[1]
The following is a DFT calculation (the ωB97M-V functional and the def2-TZVPD basis) of a molecular structure, C5H9NO2 at a distorted geometry.

```
17
Properties=species:S:1:pos:R:3:forces:R:3
C 0.69785 0.50290 1.71464 -0.15 0.51 0.40
C -1.68432 -0.34964 -0.29042 1.77 2.11 0.27
C -0.38811 -0.74674 -0.23367 0.04 1.10 -0.94
C 0.47871 0.41237 0.21666 2.91 -2.75 0.03
N 0.19833 -1.85780 -0.69989 -0.29 0.52 0.90
C 1.57884 0.65807 -0.61496 -1.45 0.50 0.58
O -1.12513 1.36431 0.00958 -2.07 -0.91 0.03
O -2.56537 -0.62596 -1.24949 -0.34 0.87 0.26
H -3.42079 -0.28395 -0.94595 -0.02 -0.45 -0.16
H -0.71336 1.85566 -0.71751 -0.44 -0.41 -0.48
H -0.40367 -2.54632 -1.13797 0.90 -0.16 0.15
H 1.19688 -1.87192 -0.45268 -0.74 -0.74 -0.68
H 1.65281 0.06842 2.01849 -0.03 0.03 -0.22
H -0.07886 0.00986 2.30040 -0.12 0.02 -0.23
H 0.69709 1.55102 2.02031 0.03 -0.03 -0.02
H 2.42422 1.22302 -0.24346 -0.13 0.19 0.08
H 1.45488 0.63670 -1.69408 0.13 -0.40 0.05
```
Positions in Å, forces in eV/Å.

Computed properties:
M = 115.1 g mol⁻¹
HOMO level = -7.541 eV
spin multiplicity = 1



[2]
The following is a DFT calculation (the ωB97M-V functional and the def2-TZVPD basis) of a molecular structure, C46H50AsF5N8O3PTl at a distorted geometry.

```
115
Properties=species:S:1:pos:R:3:forces:R:3
Tl 0.78227 -0.49606 -0.06101 0.44 -0.09 1.19
F 1.01774 -2.74408 2.84068 0.02 -0.01 0.12
C 2.19656 -2.50042 2.28794 -0.02 -0.04 -0.02
C 2.34299 -1.66505 1.20324 -0.83 1.02 -1.40
C 3.59476 -1.41213 0.68793 0.08 -0.18 0.27
F 3.72270 -0.57602 -0.35540 0.08 -0.08 -0.09
C 4.72531 -2.00078 1.22525 -0.15 0.09 -0.01
F 5.92111 -1.74482 0.71297 0.14 -0.05 0.02
C 4.58134 -2.85817 2.30928 -0.12 0.11 -0.08
F 5.64438 -3.42945 2.83868 0.08 -0.05 0.05
C 3.32236 -3.10500 2.84094 -0.13 0.13 -0.19
F 3.18345 -3.92046 3.87200 0.06 -0.06 0.12
O 1.19976 1.46026 1.19585 -0.71 -0.81 -0.53
As 2.16705 2.82385 1.20228 0.49 0.53 0.06
C 3.92381 2.36103 0.56104 -0.29 0.12 0.05
C 4.13263 2.44165 -0.81185 -0.08 0.18 0.05
C 5.36825 2.10791 -1.34123 0.01 0.02 -0.02
C 6.38722 1.68541 -0.49897 -0.01 0.00 0.00
C 6.16161 1.55350 0.86474 0.01 -0.04 -0.03
C 4.92659 1.88730 1.39938 -0.09 -0.01 0.18
C 1.43449 4.16324 0.01574 0.00 -0.22 0.08
C 1.82779 5.49226 0.12536 0.10 -0.09 0.13
C 1.28861 6.43919 -0.73135 -0.02 0.04 -0.04
C 0.34563 6.06666 -1.68067 -0.01 -0.02 0.01
C -0.06103 4.74305 -1.77783 0.00 0.00 -0.03
C 0.49034 3.79154 -0.93309 0.07 -0.17 0.07
C 2.13923 3.59439 2.96543 0.12 -0.14 -0.33
C 3.28482 4.05719 3.60076 0.05 -0.01 -0.11
C 3.17327 4.64432 4.85309 0.03 0.01 0.02
C 1.93001 4.77316 5.45398 0.02 0.00 0.00
C 0.78593 4.32386 4.80652 -0.01 -0.02 -0.01
C 0.88848 3.73460 3.55814 -0.05 -0.08 -0.07
H 3.32896 2.78715 -1.45370 0.10 0.07 -0.06
H 5.54296 2.20018 -2.40472 0.01 -0.02 -0.02
H 7.36525 1.46493 -0.90415 -0.01 -0.07 -0.02
H 6.95224 1.18987 1.50704 -0.01 0.03 0.04
H 4.74493 1.77867 2.46243 0.06 0.01 0.00
H 2.54113 5.78846 0.88612 0.02 0.04 -0.03
H 1.59478 7.47351 -0.65619 0.01 0.00 0.03
H -0.08403 6.81251 -2.33551 0.00 0.01 0.00
H -0.81616 4.45563 -2.49902 0.00 0.01 -0.02
H 0.18476 2.75332 -0.98515 -0.06 0.09 -0.01
H 4.25387 3.97221 3.12496 0.00 0.02 0.04
H 4.06060 5.00085 5.35795 0.00 0.01 0.00
H 1.85156 5.23001 6.43101 -0.01 0.01 0.01
H -0.18216 4.43351 5.27551 -0.01 0.01 0.00
H 0.00490 3.38277 3.03764 -0.03 0.01 0.07
N 2.12327 2.07610 -5.25286 0.02 0.12 -0.09
C 2.13669 0.98040 -4.47559 -0.05 -0.40 0.27
C 1.59509 0.96406 -3.16913 -0.07 0.27 -0.16
N 1.61557 -0.14233 -2.44894 -0.36 -0.24 0.73
C 2.16387 -1.24897 -2.95532 0.08 -0.16 -0.11
C 2.69272 -1.22322 -4.23830 -0.12 0.06 0.15
N 2.66932 -0.13461 -4.98439 0.08 0.20 -0.20
H 1.77126 2.96147 -4.93976 -0.01 -0.01 0.04
H 2.51636 2.00651 -6.17660 0.02 0.02 0.01
H 1.14690 1.85326 -2.74107 0.02 -0.03 0.04
H 2.17849 -2.13884 -2.34121 0.04 -0.02 -0.01
H 3.13916 -2.10406 -4.68274 -0.01 -0.05 0.07
N -5.61822 2.91183 -2.04460 -0.09 0.08 -0.11
C -4.67822 3.25279 -1.13834 -0.01 -0.03 -0.09
O -4.71282 4.24664 -0.44916 0.01 -0.06 0.01
C -3.49571 2.31628 -1.02056 0.23 0.01 0.14
C -2.91421 1.64798 -2.09292 -0.05 0.08 0.05
C -1.77507 0.89602 -1.87053 -0.01 -0.05 -0.18
N -1.23301 0.78209 -0.66034 0.98 -0.74 0.39
C -1.77657 1.42293 0.37876 -0.14 0.11 0.14
C -2.90191 2.20747 0.23230 -0.07 0.00 -0.10
H -6.41295 3.52208 -2.15482 0.00 0.00 0.04
H -5.63319 2.02893 -2.52174 0.05 -0.03 0.04
H -3.31348 1.73296 -3.09425 0.01 -0.02 -0.03
H -1.27211 0.38015 -2.67912 -0.04 0.00 0.00
H -1.26796 1.32011 1.32830 -0.02 0.05 -0.01
H -3.32720 2.75033 1.06480 0.06 0.01 0.04
O -0.58433 -2.48638 0.69708 0.56 0.76 -0.09
P -1.83692 -3.18464 0.27123 -1.10 -0.77 -0.82
N -1.95518 -4.68266 0.95565 0.09 0.65 -0.12
C -1.53852 -4.91336 2.35403 0.27 0.00 0.15
C -2.71638 -5.64196 3.03130 -0.13 0.07 -0.12
C -3.87837 -5.51440 2.03601 0.16 -0.03 -0.02
C -3.15956 -5.48254 0.69094 -0.13 -0.10 0.06
N -3.12067 -2.17036 0.54316 0.49 -0.10 0.10
C -3.17991 -1.40287 1.79819 0.03 0.12 0.00
C -4.51437 -0.63306 1.71159 -0.01 0.05 -0.12
C -5.02114 -0.89402 0.28565 -0.05 -0.16 0.18
C -4.47540 -2.29128 0.01489 -0.04 0.06 -0.18
N -1.98364 -3.51486 -1.36793 0.46 0.16 0.69
C -1.32172 -4.72859 -1.90937 -0.01 -0.21 -0.19
C -0.43724 -4.22581 -3.04790 -0.17 0.13 0.02
C -1.19886 -2.99840 -3.55011 0.08 -0.07 0.11
C -1.70318 -2.37914 -2.25065 -0.18 0.08 -0.12
H -1.29382 -3.96560 2.83486 -0.02 -0.04 0.02
H -0.63489 -5.52549 2.36639 -0.02 0.04 0.04
H -2.95564 -5.20584 3.99901 0.02 -0.05 0.03
H -2.47616 -6.69287 3.18703 0.04 0.01 0.02
H -4.41162 -4.57376 2.19568 -0.04 -0.01 -0.03
H -4.58902 -6.33545 2.10557 -0.04 0.03 0.04
H -3.74570 -5.04767 -0.11862 -0.01 -0.06 -0.01
H -2.85695 -6.49241 0.39687 -0.05 0.03 -0.05
H -2.30996 -0.74635 1.85614 -0.03 -0.02 0.09
H -3.16134 -2.05360 2.67825 0.00 0.02 -0.01
H -4.39092 0.42865 1.91970 0.00 0.00 0.05
H -5.22448 -1.02711 2.43757 0.00 0.01 0.00
H -4.57605 -0.18517 -0.41607 0.00 -0.04 -0.04
H -6.10523 -0.84082 0.20469 -0.01 0.03 0.00
H -4.44896 -2.57750 -1.03560 -0.05 -0.01 0.01
H -5.06644 -3.02822 0.57306 0.00 -0.03 -0.09
H -2.08950 -5.40836 -2.28693 0.04 -0.01 0.01
H -0.75660 -5.24831 -1.13873 -0.03 -0.01 -0.01
H -0.28712 -4.97681 -3.81989 0.07 -0.02 0.02
H 0.53590 -3.91916 -2.65514 0.03 -0.07 -0.02
H -2.03714 -3.30243 -4.17809 -0.01 0.02 0.00
H -0.57171 -2.30865 -4.11579 -0.04 0.01 -0.06
H -2.59946 -1.76814 -2.38194 0.06 0.07 0.01
H -0.91094 -1.73846 -1.81775 -0.10 -0.04 -0.11
```
Positions in Å, forces in eV/Å.

Computed properties:
M = 1168.2 g mol⁻¹
HOMO level = -13.094 eV
spin multiplicity = 1
total charge = +2



[3]
The following is a DFT calculation (the ωB97M-V functional and the def2-TZVPD basis) of a molecular structure, C27H35F6FeN3O9S3Sb.

```
85
Properties=species:S:1:pos:R:3:forces:R:3
Fe -0.80368 0.65636 1.21204 0.25 0.15 -0.01
F 1.13216 2.94882 4.51258 0.02 -0.06 -0.03
C 1.31317 1.78681 5.13465 0.00 -0.01 0.12
F 0.28050 1.56460 5.94588 0.06 0.01 -0.05
F 2.42630 1.85632 5.86253 -0.06 0.00 -0.07
S 1.41549 0.39095 3.93596 0.01 0.29 0.10
O 0.13305 0.40691 3.26096 -0.11 -0.19 -0.09
O 1.70756 -0.76612 4.72276 0.09 0.00 -0.02
N 2.58895 0.91166 3.04653 0.07 -0.18 0.06
S 2.77719 0.56365 1.53257 0.02 0.24 -0.12
O 1.60488 0.83235 0.71824 0.04 -0.07 0.04
O 3.48829 -0.64549 1.25671 0.01 -0.03 0.04
C 3.93126 1.94213 1.12038 0.11 -0.03 -0.16
F 3.32766 3.12525 1.25278 0.00 -0.07 0.03
F 5.01398 1.92019 1.88880 -0.11 -0.01 -0.06
F 4.30880 1.80349 -0.15819 -0.06 0.04 0.15
C 0.61797 -1.39627 -4.55087 0.05 0.05 -0.06
C -0.04405 -1.18624 -3.18887 0.02 -0.14 0.03
C -1.50105 -1.62427 -3.27630 -0.03 0.01 0.02
Sb 0.24439 0.85436 -2.43537 0.03 -0.08 0.05
C -1.28689 1.87234 -3.56717 -0.03 -0.02 -0.08
C -1.84891 3.13108 -2.92535 0.06 -0.05 0.12
C -0.90186 2.12117 -5.02194 0.01 -0.04 -0.05
C 2.33900 1.18621 -2.86237 -0.01 0.14 -0.04
C 3.15705 -0.03896 -2.47764 0.00 -0.07 0.03
C 2.62822 1.69667 -4.26834 0.02 0.01 -0.01
H 0.54144 -2.45373 -4.81939 0.01 -0.03 -0.01
H 1.67140 -1.12826 -4.58432 -0.03 0.01 0.02
H 0.10415 -0.83623 -5.33443 -0.01 0.01 0.01
H 0.47101 -1.79986 -2.44464 0.00 0.02 0.02
H -2.02321 -1.08701 -4.07119 -0.02 0.02 0.00
H -2.04970 -1.47442 -2.35118 0.01 0.02 0.01
H -1.53800 -2.68568 -3.53920 0.00 -0.02 0.00
H -2.05481 1.09561 -3.51929 0.00 0.01 -0.03
H -1.14320 3.95734 -2.98849 0.04 0.03 0.01
H -2.11127 2.97905 -1.87875 0.01 -0.02 0.03
H -2.75816 3.41512 -3.46059 -0.01 0.02 -0.01
H -0.07643 2.82745 -5.10531 0.02 0.02 0.01
H -1.75613 2.56171 -5.54293 -0.02 -0.01 -0.02
H -0.62819 1.21046 -5.55602 0.03 0.01 0.03
H 2.55223 1.98455 -2.15471 0.00 -0.01 0.02
H 3.02890 -0.87579 -3.16406 -0.02 0.02 0.00
H 2.92895 -0.38902 -1.47054 -0.01 0.00 0.04
H 4.21609 0.22631 -2.49097 0.05 0.01 0.00
H 2.32188 0.99829 -5.04788 -0.02 -0.01 -0.01
H 3.70544 1.85204 -4.37513 0.03 -0.01 -0.01
H 2.14321 2.65459 -4.45326 -0.02 0.01 -0.02
O 0.75532 3.18973 -1.38162 0.03 0.03 -0.22
C 0.27400 3.47509 -0.28330 -0.17 -0.15 0.14
C 0.47505 4.81132 0.41639 0.00 0.08 -0.08
C -0.25122 4.63942 1.75119 -0.04 0.04 -0.03
C -0.77749 3.22546 1.65445 -0.04 -0.16 0.10
O -1.32449 2.55583 2.52461 0.04 0.34 -0.03
N -0.50242 2.65410 0.44506 0.01 0.08 0.20
H 0.05177 5.59622 -0.21152 0.02 0.01 0.00
H 1.54207 5.01157 0.51299 -0.02 -0.03 0.01
H -1.08119 5.33164 1.89486 0.02 -0.01 -0.01
H 0.39906 4.71898 2.62107 0.00 -0.01 0.00
O -0.30449 -1.31020 1.11547 -0.12 -0.10 -0.14
S 0.01692 -2.46553 2.03582 0.13 -0.11 0.09
C -0.65020 -3.85996 1.13811 -0.07 0.06 -0.04
C -1.42285 -3.62969 0.01073 0.05 -0.03 0.04
C -1.93600 -4.72079 -0.67640 -0.01 0.02 0.00
C -1.67293 -6.00938 -0.23674 0.00 -0.02 0.00
C -0.88794 -6.21989 0.88934 0.01 -0.02 0.00
C -0.36461 -5.14086 1.58244 -0.02 -0.01 -0.02
C -1.14126 -2.40681 3.38539 0.00 -0.04 -0.08
C -0.65789 -2.68164 4.65259 0.01 -0.04 0.01
C -1.53639 -2.62480 5.72523 -0.01 0.02 0.01
C -2.86038 -2.27083 5.51825 0.04 0.00 0.03
C -3.32182 -1.97626 4.24110 0.01 0.01 -0.09
C -2.46219 -2.05225 3.15895 -0.07 0.01 0.08
H -1.60522 -2.61454 -0.31674 0.00 0.02 0.00
H -2.54403 -4.56013 -1.55681 -0.01 0.01 -0.01
H -2.07608 -6.85563 -0.77622 -0.01 -0.02 -0.01
H -0.67745 -7.22626 1.22392 0.00 -0.02 0.01
H 0.25556 -5.29577 2.45580 0.02 0.00 0.04
H 0.39205 -2.89177 4.80495 -0.02 -0.02 -0.01
H -1.17628 -2.82736 6.72397 0.01 -0.01 0.03
H -3.53547 -2.20638 6.36036 -0.03 0.00 0.02
H -4.34953 -1.67897 4.08657 -0.03 0.00 0.00
H -2.81116 -1.81772 2.16274 0.00 0.03 -0.07
O -2.92817 0.66969 0.98680 -0.11 -0.08 -0.05
N -3.00785 0.40450 -0.22704 -0.01 -0.08 -0.01
O -1.88980 0.11334 -0.73139 -0.08 0.18 0.07
```
Positions in Å, forces in eV/Å.

Computed properties:
M = 933.4 g mol⁻¹
HOMO level (alpha / beta) = -8.176 / -8.577 eV
spin multiplicity = 6
expectation value of S² = 8.759



Among the records above, which one has the lowest M? C5H9NO2



Which formula does entry 2 have? C46H50AsF5N8O3PTl